The following is a quantum chemistry calculation of a cluster of 2 separate species, C3H4FN4 in total, from OMol25.

Output
* net charge: -1
* HOMO (alpha / beta): -4.59 / -3.09 eV
* multiplicity: 1
* frontier orbital gap (alpha / beta): 8.670 / 6.643 eV
* relative energy (zero: lowest compared OMol25 entry of this formula, charge and spin): 3.4325 eV

Each line ends with the Löwdin charge.
Atoms and positions in Å:
N  -0.459  0.131  -2.842  -0.143
H  1.334  -1.899  1.533  -0.033
N  0.446  0.289  -1.917  -0.037
C  0.356  -1.460  1.573  0.028
H  -0.165  1.270  1.324  0.080
F  1.689  1.297  0.662  -0.024
H  0.136  -0.829  2.521  0.012
N  -1.688  0.347  -2.289  -0.151
C  0.392  0.951  0.483  -0.141
C  -0.200  0.642  -0.757  -0.456
H  -0.319  -1.457  0.798  -0.069
N  -1.522  0.717  -1.090  -0.066